a) ORCA calculation (ωB97M-V/def2-TZVPD) on a single C8H9NO2S molecule.

Cartesian coordinates (Å):
C -3.249 1.026 -1.728
C -0.549 -0.031 -1.349
C -0.322 -0.453 -0.073
C 0.951 -0.381 0.636
C 1.807 0.650 0.296
C 2.985 0.699 1.055
C 2.448 -1.152 2.257
C 1.156 -1.287 1.642
H -2.906 2.048 -1.934
H -3.528 1.050 -0.648
H -4.198 0.918 -2.204
H 0.308 0.275 -1.975
H -1.169 -0.922 1.530
H 1.571 1.424 -0.379
H 3.675 1.573 0.946
H 2.800 -1.885 3.093
H 0.546 -2.203 1.893
N 3.266 -0.119 2.014
O -2.013 -0.156 -3.537
O -1.491 -0.749 0.530
S -2.087 -0.322 -2.063

Output
- Frontier orbital gap: 0.293 Eh
- 2S+1: 1



b) ORCA calculation (ωB97M-V/def2-TZVPD) on a single C8H9NO2S molecule.

Cartesian coordinates (Å):
C 2.708 -0.838 0.924
C 1.728 -1.780 0.663
C 2.366 0.493 1.089
C 0.445 -1.328 0.424
C 1.039 0.910 0.982
C 0.088 -0.009 0.538
C -1.245 0.378 0.254
C -1.235 -0.551 -2.103
N -1.888 0.128 -1.073
O -3.351 1.731 0.261
O -1.353 2.707 1.230
S -2.208 1.527 1.283
H 3.837 -1.026 1.013
H 1.900 -2.857 0.609
H 3.094 1.262 1.238
H -0.380 -1.836 -0.165
H 0.933 1.883 1.068
H -0.214 -0.911 -2.155
H -1.692 -1.570 -2.178
H -1.508 0.054 -3.151
H -3.063 1.631 -0.752

Output
- Frontier orbital gap (alpha / beta): 0.323 / 0.323 Eh
- 2S+1: 1



Computed stability ranking, most favorable first: a), b)



a) ORCA calculation (ωB97M-V/def2-TZVPD) on 2 unconnected molecules or ions with the total composition C8H14.

Cartesian coordinates (Å):
C 2.438 -2.044 0.013
C 1.570 -1.014 -0.702
C 1.479 0.329 0.099
C 0.235 1.098 -0.215
C -1.169 0.501 1.766
C -1.010 0.782 0.468
C -2.199 0.744 -0.429
C -3.448 1.132 -0.186
H 3.338 -1.547 0.386
H 2.483 -2.936 -0.600
H 1.984 -2.254 0.984
H 0.526 -1.323 -0.752
H 1.870 -0.650 -1.690
H 2.400 0.903 -0.039
H 1.479 0.100 1.176
H 0.103 1.727 -1.099
H 0.245 0.571 -2.062
H -0.453 0.599 2.574
H -2.151 0.166 2.088
H -1.890 0.436 -1.428
H -4.154 0.843 -0.954
H -3.677 1.838 0.599

Output
- Frontier orbital gap: 0.285 Eh
- 2S+1: 1



b) ORCA calculation (ωB97M-V/def2-TZVPD) on a single C8H14 molecule.

Cartesian coordinates (Å):
C 0.096 2.535 -1.822
C -0.502 1.392 -1.536
C 0.195 0.073 -1.672
C 0.709 -0.541 -0.363
C 1.398 -1.668 -0.425
C 0.584 0.206 0.935
C -0.287 -0.490 1.999
C -1.591 -1.065 1.460
H -0.377 3.507 -1.723
H 1.156 2.629 -2.038
H -1.436 1.432 -0.980
H -0.389 -0.671 -2.215
H 1.084 0.247 -2.279
H 1.788 -2.217 0.429
H 1.727 -2.130 -1.350
H 0.342 1.271 0.924
H 1.591 0.300 1.365
H -0.483 0.200 2.821
H 0.280 -1.317 2.438
H -2.019 -0.434 0.678
H -1.542 -2.086 1.084
H -2.324 -1.172 2.267

Output
- Frontier orbital gap: 0.376 Eh
- 2S+1: 1



Computed stability ranking, most favorable first: b), a)



a) ORCA calculation (ωB97M-V/def2-TZVPD) on a molecular structure, C5H9NO2.

Cartesian coordinates (Å):
C -0.006 0.160 -0.493
C -0.877 1.321 -0.392
C 1.204 -0.101 -1.317
C 0.999 0.150 1.537
N -1.108 -0.721 -0.434
C -2.005 0.447 -0.153
O -1.027 -1.886 0.372
O -3.154 0.451 0.173
H -1.485 -2.566 -0.139
H 0.183 0.908 0.937
H -0.792 2.301 -0.826
H 1.917 0.716 -1.227
H 0.891 -0.185 -2.360
H 1.677 -1.038 -1.024
H 1.988 0.552 1.349
H 0.964 -0.930 1.469
H 0.632 0.419 2.528

Output
- Frontier orbital gap: 0.300 Eh
- 2S+1: 1



b) ORCA calculation (ωB97M-V/def2-TZVPD) on a single C5H9NO2 molecule.

Cartesian coordinates (Å):
C 1.738 0.245 1.529
C -0.707 -1.107 0.282
C 0.242 0.168 -0.485
N -0.030 0.313 -1.853
C -1.311 0.139 0.495
C 1.392 0.540 0.109
O -1.456 -1.840 -0.616
O -2.499 0.514 -0.070
H -0.913 -2.569 -0.930
H -2.821 -0.248 -0.580
H 0.735 0.717 -2.374
H -0.906 0.775 -2.056
H -1.038 0.778 1.322
H 2.122 1.072 -0.493
H 2.816 0.172 1.670
H 1.370 1.023 2.212
H 1.266 -0.693 1.841

Output
- Frontier orbital gap: 0.306 Eh
- 2S+1: 1



c) ORCA calculation (ωB97M-V/def2-TZVPD) on 2 unconnected molecules or ions with the total composition C5H9NO2.

Cartesian coordinates (Å):
C -1.431 1.349 1.669
C -1.344 0.551 0.665
C 0.921 0.461 -0.086
C -2.251 -0.480 -1.075
C 2.670 -1.045 0.281
N 1.105 0.838 -1.256
O -2.390 -0.229 0.291
O 1.592 -0.243 0.792
H -2.385 1.680 2.204
H -0.669 2.011 1.950
H -3.214 -0.620 -1.541
H -1.611 -1.359 -1.131
H -1.712 0.247 -1.572
H 3.467 -0.503 -0.113
H 2.364 -1.865 -0.403
H 3.000 -1.550 1.164
H 1.888 0.757 -1.838

Output
- Frontier orbital gap: 0.317 Eh
- 2S+1: 1



Computed stability ranking, most favorable first: b), a), c)



a) ORCA calculation (ωB97M-V/def2-TZVPD) on a single C5H9NO2 molecule.

Cartesian coordinates (Å):
C -0.411 -0.195 1.574
C -0.105 -0.978 0.259
C -1.294 -0.896 -0.678
C 1.240 -0.512 -0.294
O 2.220 -1.183 -0.340
N 1.319 0.834 -0.624
C 0.518 1.911 -0.696
O 0.879 2.974 -1.109
H -1.085 -0.848 2.199
H 0.555 0.067 2.101
H -1.026 0.663 1.379
H 0.203 -2.042 0.426
H -0.946 -1.005 -1.719
H -2.058 -1.628 -0.433
H -1.734 0.078 -0.666
H 2.249 1.060 -0.964
H -0.523 1.700 -0.416

Output
- Frontier orbital gap: 0.409 Eh
- 2S+1: 1



b) ORCA calculation (ωB97M-V/def2-TZVPD) on a single C5H9NO2 molecule.

Cartesian coordinates (Å):
C 1.345 -1.500 0.704
C 0.906 -0.049 0.642
C 1.193 0.662 -0.845
O 1.499 1.818 -0.982
C -0.534 0.146 0.419
O -1.243 0.705 1.445
C -1.084 0.193 -0.841
N -2.228 0.934 -1.150
H 0.891 -1.995 1.564
H 1.043 -2.043 -0.192
H 2.429 -1.561 0.788
H 1.316 0.572 1.442
H 1.445 -0.155 -1.535
H -0.668 0.896 2.195
H -0.737 -0.422 -1.657
H -2.639 1.373 -0.337
H -2.936 0.425 -1.659

Output
- Frontier orbital gap: 0.308 Eh
- 2S+1: 1



Computed stability ranking, most favorable first: a), b)



a) ORCA calculation (ωB97M-V/def2-TZVPD) on a single C5H9NO2 molecule.

Cartesian coordinates (Å):
C -0.411 -1.817 0.418
C 0.426 -0.626 0.006
N -0.386 0.476 -0.533
O -0.836 0.432 -1.806
C -1.100 1.338 0.247
O -1.008 1.433 1.447
C 1.826 -0.732 -0.465
C 1.540 -0.255 0.902
H -1.045 -2.204 -0.395
H 0.152 -2.735 0.708
H -1.108 -1.530 1.264
H -0.260 0.915 -2.399
H -1.821 1.893 -0.353
H 2.204 -1.769 -0.618
H 2.305 -0.037 -1.193
H 1.685 -1.007 1.737
H 1.655 0.777 1.210

Output
- Frontier orbital gap: 0.373 Eh
- 2S+1: 1



b) ORCA calculation (ωB97M-V/def2-TZVPD) on a single C5H9NO2 molecule.

Cartesian coordinates (Å):
C 1.418 -1.911 -0.252
C 0.376 -0.918 -0.551
C -1.062 -1.224 -0.617
N -0.530 -0.396 0.451
C -0.641 0.993 0.102
O -1.168 1.451 -0.878
C -0.124 1.889 1.124
O -0.656 3.195 0.943
H 2.425 -1.653 -0.531
H 1.363 -2.145 0.840
H 1.312 -2.788 -0.856
H 0.693 -0.083 -1.218
H -1.333 -2.207 -0.235
H -1.612 -0.792 -1.434
H 0.942 1.870 0.915
H -0.362 1.484 2.140
H -1.042 3.236 0.057

Output
- Frontier orbital gap: 0.408 Eh
- 2S+1: 1



Computed stability ranking, most favorable first: b), a)



a) ORCA calculation (ωB97M-V/def2-TZVPD) on a single C5H9NO2 molecule.

Cartesian coordinates (Å):
C 1.098 0.537 -0.105
C 0.410 -0.108 1.184
C -1.710 0.019 0.017
C 2.620 0.469 -0.065
C -1.677 -1.021 -1.118
N 0.405 0.974 -1.025
O -0.996 -0.082 1.130
O -2.751 0.813 0.169
H 0.692 -1.228 1.256
H 0.804 0.449 2.160
H 3.025 -0.595 -0.451
H 2.904 0.643 1.021
H 2.877 1.175 -0.852
H -0.950 -0.790 -1.842
H -2.697 -0.913 -1.634
H -1.452 -1.944 -0.599
H -2.603 1.601 0.755

Output
- Frontier orbital gap (alpha / beta): 0.276 / 0.276 Eh
- 2S+1: 1



b) ORCA calculation (ωB97M-V/def2-TZVPD) on a single C5H9NO2 molecule.

Cartesian coordinates (Å):
C -1.697 -0.463 -0.881
C -0.518 -0.152 -0.191
O -0.718 0.877 0.690
C -1.978 1.578 0.774
N 0.749 -0.664 -0.303
C 0.963 -1.760 -1.272
C 1.808 -0.315 0.617
O 1.782 0.958 0.846
H -1.507 -1.256 -1.741
H -2.657 -0.040 -0.923
H -2.258 1.822 -0.244
H -2.746 0.942 1.280
H -1.538 2.567 1.131
H 0.549 -2.664 -1.028
H 0.300 -1.307 -2.123
H 2.044 -2.108 -1.589
H 2.575 -1.324 0.781

Output
- Frontier orbital gap: 0.321 Eh
- 2S+1: 1



Computed stability ranking, most favorable first: a), b)